# 1
C24H49F5IN6O7S | ωB97M-V/def2-TZVPD

```
93
Properties=species:S:1:pos:R:3:forces:R:3:lowdin_charge:R:1
C 2.40468 0.79313 1.61303 -0.1 0.2 0.0 -0.0753
C 2.82693 1.21308 0.20443 -0.2 -0.2 0.5 -0.2094
C 1.91590 2.23807 -0.46035 0.8 -0.5 -0.2 -0.1657
N 0.70387 1.74597 -1.14442 0.2 0.4 0.6 0.0663
N -0.07430 0.86863 -0.43883 0.1 -0.1 -0.2 -0.0141
C -0.02807 -0.47805 -0.35880 0.2 -0.1 0.1 -0.4256
N 0.85934 -1.22811 -0.97260 -0.1 0.0 0.0 -0.3663
I 0.92532 -3.25804 -0.87055 0.0 0.0 0.0 1.0441
N -1.01232 -0.94462 0.43406 -0.2 -0.1 -0.1 0.2698
C -1.67236 0.10241 0.80417 -0.1 -0.7 0.2 -0.3260
O -2.75987 0.02611 1.60723 0.5 0.2 -0.2 0.1407
C -3.70208 -0.70772 1.06311 1.0 1.1 0.8 -0.2874
N -4.56516 -1.21880 0.53862 -1.5 -1.2 -0.8 0.2469
N -1.19948 1.26001 0.29824 -0.1 0.4 0.6 0.0345
S -1.91608 2.81859 0.51494 -1.8 1.1 -1.0 0.7894
O -2.17143 3.35855 -0.76405 0.9 0.0 -0.3 -0.1899
O -3.01524 2.61175 1.37607 0.4 -0.6 0.6 -0.1735
C -0.71382 3.89218 1.46234 0.3 0.0 0.8 -0.4345
F -1.44269 4.48427 2.40602 0.0 -0.2 -0.3 0.1624
F 0.17134 3.08375 2.06885 0.0 0.0 -0.4 0.1185
C -0.01939 5.02310 0.62349 -0.4 0.3 0.0 -0.5808
F 0.24015 4.63803 -0.61957 0.2 0.0 0.2 0.1718
F 1.10439 5.36621 1.24251 -0.1 -0.1 -0.1 0.2015
F -0.84861 6.06024 0.58842 0.2 -0.2 -0.1 0.2053
H 1.33783 0.61456 1.71691 -0.2 -0.1 0.0 0.0525
H 2.91652 -0.10600 1.93266 0.1 -0.2 0.0 0.0831
H 2.66662 1.57818 2.31477 0.0 0.2 0.2 0.0633
H 3.79770 1.68372 0.31058 0.3 0.1 -0.2 0.1187
H 2.98508 0.32896 -0.40808 0.0 0.0 -0.3 0.0900
H 1.69500 3.00799 0.26019 -0.3 0.1 0.1 0.0845
H 2.48681 2.72256 -1.24363 -0.1 0.2 -0.3 0.1329
H 0.92181 1.37615 -2.05787 -0.4 0.0 -0.2 0.1478
H 1.54908 -0.77067 -1.54176 0.2 0.0 -0.1 0.0616
C 3.73843 -2.35946 -5.67499 -0.1 -0.1 -0.1 -0.0780
C 3.73493 -3.54531 -4.72485 0.1 0.0 0.0 -0.2836
O 2.43853 -3.97230 -4.34291 -0.1 0.1 0.2 -0.2130
C 1.59960 -4.41702 -5.39889 -0.1 -0.1 -0.1 -0.2816
C 2.14339 -5.61785 -6.15193 0.2 0.1 0.0 -0.0741
H 3.14133 -1.54058 -5.26871 0.0 0.0 0.0 0.0738
H 4.75767 -2.00653 -5.83088 0.0 0.0 0.0 0.0795
H 3.32580 -2.61724 -6.65059 0.0 0.0 0.0 0.0701
H 4.23304 -3.26698 -3.79492 0.0 0.0 0.0 0.1140
H 4.30400 -4.37865 -5.14863 0.0 0.0 0.0 0.1113
H 1.38156 -3.59366 -6.08787 0.0 0.0 0.0 0.1087
H 0.65661 -4.68623 -4.92217 0.0 0.0 0.1 0.1148
H 3.04241 -5.37159 -6.71822 0.0 0.0 0.0 0.0695
H 1.39915 -5.98443 -6.85820 0.0 0.0 0.0 0.0808
H 2.39573 -6.42122 -5.45919 0.0 0.0 0.0 0.0842
C 0.28162 -4.85729 4.99148 -0.1 -0.1 -0.1 -0.0733
C 0.30051 -3.74118 3.96231 0.1 0.0 0.1 -0.2849
O -0.11371 -4.14407 2.66753 0.1 0.1 -0.2 -0.2110
C -1.43870 -4.63859 2.57034 -0.1 0.0 0.0 -0.2767
C -2.49939 -3.62774 2.96574 0.0 0.0 0.2 -0.0680
H 0.84614 -5.71742 4.63099 0.0 0.0 0.0 0.0850
H 0.72472 -4.51348 5.92581 0.0 0.0 0.0 0.0802
H -0.73283 -5.19235 5.21087 0.0 0.0 0.0 0.0699
H 1.32267 -3.38102 3.83854 0.0 0.0 -0.1 0.1155
H -0.29644 -2.88858 4.30795 0.0 0.0 0.0 0.1062
H -1.54995 -5.56057 3.14968 0.0 0.0 0.0 0.1128
H -1.56976 -4.90871 1.52172 0.1 0.0 0.0 0.1108
H -2.46288 -3.39226 4.03028 0.0 0.0 0.0 0.0740
H -3.49314 -4.01757 2.74716 0.0 0.0 0.0 0.0861
H -2.35436 -2.69972 2.41193 0.0 0.0 -0.1 0.0459
C 5.15301 5.50092 4.96195 -0.1 -0.1 0.1 -0.0730
C 4.24740 5.25624 3.76834 0.1 0.2 0.0 -0.2801
O 3.72482 3.93755 3.70357 -0.1 -0.1 -0.2 -0.1776
C 2.91633 3.54170 4.79728 -0.1 0.0 0.1 -0.2784
C 1.66566 4.38628 4.97048 0.1 0.1 0.0 -0.0670
H 5.93930 4.74691 5.00497 0.0 0.0 0.0 0.0847
H 5.61439 6.48499 4.88581 0.0 0.0 0.0 0.0812
H 4.60496 5.46543 5.90446 0.0 0.1 0.0 0.0694
H 4.81689 5.38553 2.84804 0.0 -0.1 0.0 0.1175
H 3.43530 5.99183 3.74328 0.0 0.0 0.0 0.1074
H 3.49878 3.51549 5.72369 0.0 0.0 0.0 0.1127
H 2.62864 2.51128 4.58061 0.0 0.0 0.0 0.1066
H 1.89241 5.40816 5.27504 0.0 0.0 0.0 0.0751
H 1.01902 3.95120 5.73266 0.0 0.0 0.0 0.0837
H 1.11986 4.43583 4.02798 -0.1 0.0 0.0 0.0513
C -4.30994 0.49317 -2.68690 0.0 -0.2 0.0 -0.0866
C -5.37537 1.22099 -3.49131 0.0 0.1 0.1 -0.2786
O -5.68579 0.59490 -4.71698 0.1 0.0 -0.1 -0.1551
C -6.20943 -0.71902 -4.62564 -0.1 -0.1 0.0 -0.2789
C -7.51893 -0.80889 -3.86120 0.1 0.1 0.1 -0.0768
H -3.42293 0.32208 -3.30173 0.0 0.1 0.0 0.0800
H -4.02899 1.08952 -1.81539 0.0 0.1 0.0 0.0541
H -4.66072 -0.47558 -2.32802 0.0 0.0 0.1 0.0553
H -5.01378 2.21495 -3.75503 0.0 0.0 -0.1 0.1200
H -6.27866 1.36360 -2.88802 0.0 0.0 0.0 0.1123
H -5.46494 -1.40098 -4.19756 0.0 0.0 0.0 0.1061
H -6.36825 -1.03521 -5.65598 0.0 0.1 0.0 0.1194
H -7.38964 -0.58555 -2.80089 0.0 -0.1 0.0 0.0664
H -7.92900 -1.81567 -3.93825 0.0 0.0 0.0 0.0785
H -8.24451 -0.10229 -4.26480 0.0 0.0 0.0 0.0843
```
Positions in Å, forces in eV/Å.

Output
M ... 787.7 g/mol
Net charge ... +1
E_LUMO ... -3.893 eV
Energy relative to the best compared isomer or geometry (same formula, charge and spin) ... 0.0 kcal/mol
HOMO-LUMO gap ... 7.437 eV

# 2
C24H49FN5O13P2 | ωB97M-V/def2-TZVPD

```
94
Properties=species:S:1:pos:R:3:forces:R:3:lowdin_charge:R:1
C -6.63204 -0.09171 2.85305 0.4 1.5 -0.9 -0.0949
C -5.35129 -1.11361 2.79732 -2.9 -1.4 0.2 -0.1909
O -4.12643 -0.61795 3.44370 -1.1 -1.1 -0.5 -0.0910
N -3.55781 0.39183 2.76238 2.6 2.5 -2.6 -0.1135
C -3.86225 1.86123 3.12170 -0.5 0.4 1.4 -0.0527
C -4.06923 2.05134 4.77065 0.4 0.9 -0.3 -0.0860
F -2.89751 1.52455 5.53494 -2.9 0.9 -2.0 -0.1143
C -2.63583 0.17886 1.75109 4.2 -1.0 -4.4 -0.0396
N -1.88526 1.18001 0.90000 0.5 -2.8 -0.4 0.1124
C -0.93115 0.55375 -0.09303 -4.7 -2.9 5.5 -0.0365
C 0.02004 1.36181 -1.15712 0.0 0.5 0.4 -0.0421
C 0.51933 2.81425 -0.52880 -1.3 1.1 -0.5 -0.1772
O 1.87971 2.77271 0.04178 -0.8 2.3 1.5 -0.1454
C 2.12717 3.92371 0.93022 -1.6 -0.6 6.9 -0.1166
O 1.85027 3.90193 2.25990 1.7 -0.3 -9.3 -0.0385
N -1.12967 -0.91876 0.19214 2.3 5.2 -2.5 -0.0324
C -0.30107 -1.88392 -0.62643 -0.5 -3.5 -0.1 -0.1215
C 0.57472 -2.96226 0.25560 1.2 -0.6 -0.6 -0.1748
C 1.97750 -2.31547 0.87942 -0.6 -0.4 0.3 -0.1876
C 1.68580 -1.44428 2.23963 0.0 0.3 -0.7 -0.2266
C 1.24848 -2.39400 3.50358 0.4 0.2 -0.4 -0.2033
C 1.25917 -1.53645 4.90555 0.4 0.1 -0.1 -0.1625
C 1.05014 0.08222 4.72297 0.0 -0.6 0.0 -0.2353
O 0.63339 0.64191 6.03139 1.0 1.0 -1.8 -0.2600
C 0.82269 2.10269 6.02577 -0.5 1.1 -0.2 -0.1301
N -2.08939 -1.14765 1.19144 -1.0 3.7 0.6 -0.0581
N -2.42518 -2.42825 1.62045 -3.1 -4.1 -3.6 0.1033
C -3.19819 -3.08949 0.68108 -3.9 3.1 -5.3 0.0617
O -4.04824 -3.32200 -0.35774 7.4 1.1 9.1 0.0590
H -7.67351 -0.60965 2.61325 2.5 0.9 0.8 0.1074
H -6.47729 0.70326 1.97643 -0.4 -1.7 1.8 0.0805
H -6.67582 0.56830 3.84599 0.0 -1.9 -2.0 0.0902
H -5.67663 -2.08505 3.41029 1.2 2.2 -1.2 0.1565
H -5.22504 -1.45680 1.68579 0.3 0.8 2.0 0.1164
H -4.85686 2.12425 2.55095 2.0 -0.2 1.3 0.1303
H -2.99456 2.59268 2.83461 -1.5 -1.9 0.2 0.1408
H -5.09782 1.63138 5.13809 2.4 0.3 -0.5 0.1160
H -4.09109 3.22035 4.97211 0.2 -2.5 -0.5 0.1423
H -0.65500 1.61535 -2.10212 1.4 -0.8 2.0 0.1474
H 0.98053 0.75686 -1.48066 -2.2 1.0 0.8 0.1347
H 0.52696 3.63391 -1.39616 -0.1 -2.0 1.6 0.1519
H -0.25525 3.18834 0.27112 1.5 -0.9 -1.4 0.1319
H 2.60786 4.91035 0.52453 -0.8 -2.2 0.2 0.1683
H 0.42952 -1.38765 -1.39397 -1.8 -0.3 1.8 0.1382
H -1.07582 -2.52728 -1.26410 1.6 1.4 1.2 0.1362
H -0.06134 -3.54306 1.05533 1.2 1.4 -1.5 0.0982
H 0.94520 -3.78957 -0.52128 -1.0 1.8 1.5 0.1321
H 2.73263 -3.19443 1.16408 -1.7 1.9 -0.7 0.1331
H 2.48034 -1.68500 0.01758 -1.0 -1.1 1.8 0.0976
H 2.66489 -0.80045 2.44725 -2.1 -1.5 -0.1 0.1269
H 0.82419 -0.65199 2.03982 1.8 -1.6 0.3 0.0912
H 0.17905 -2.86370 3.35686 2.0 1.1 0.0 0.0996
H 2.01372 -3.30709 3.51313 -1.6 2.0 0.3 0.1255
H 0.38917 -1.93686 5.58466 2.0 0.8 -1.1 0.1231
H 2.33743 -1.69122 5.37911 -2.5 0.3 -0.6 0.1306
H 0.18880 0.30422 3.93508 1.8 -0.3 1.5 0.1213
H 2.07715 0.56427 4.37968 -2.2 -0.9 0.6 0.1357
H 0.69625 2.51874 4.92016 0.4 -0.8 2.3 0.0921
H -0.01762 2.63866 6.67252 1.7 -1.5 -1.3 0.1033
H 1.86674 2.43049 6.47699 -2.0 -0.9 -1.1 0.1065
C 5.16641 -0.29456 -0.64713 0.3 0.5 0.5 -0.1204
O 4.96846 -1.21433 -1.69640 0.1 -1.3 -1.0 -0.2267
P 6.18320 -2.19219 -2.09266 0.3 -1.0 0.4 0.4427
O 6.65318 -3.10563 -1.00496 -0.5 1.5 -1.4 -0.2456
O 7.30523 -1.19737 -2.68919 -1.0 -0.8 -0.1 -0.2215
C 8.37688 -0.84059 -1.84147 0.9 0.2 0.5 -0.1117
O 5.61807 -2.92681 -3.40860 -0.5 1.4 1.5 -0.2155
C 6.52599 -3.72393 -4.13834 0.7 -0.6 -0.5 -0.1101
H 5.78500 -0.72251 0.14642 -0.1 0.0 0.0 0.0939
H 5.64228 0.60643 -1.04288 0.0 0.0 0.1 0.0922
H 4.19461 -0.02210 -0.22821 0.1 -0.1 -0.1 0.0714
H 8.85808 -1.73219 -1.43044 -0.1 0.1 0.0 0.0916
H 8.02354 -0.20201 -1.02912 0.1 0.0 0.0 0.0793
H 9.11446 -0.28725 -2.42844 -0.3 -0.1 0.0 0.0951
H 7.01570 -4.44922 -3.48338 0.0 0.1 -0.1 0.0920
H 7.27667 -3.08944 -4.61745 0.0 -0.1 0.0 0.0894
H 5.97568 -4.26136 -4.91474 -0.1 0.2 0.2 0.0941
C -1.05686 3.05241 -6.31786 0.1 0.8 -0.5 -0.1152
O -1.29685 1.87947 -5.57440 -0.8 -1.6 0.7 -0.2255
P -2.70340 1.12420 -5.77442 -0.1 -0.5 -1.2 0.4406
O -2.97909 0.63720 -7.16192 0.2 0.9 2.1 -0.2362
O -3.78927 2.15930 -5.17947 0.8 -1.0 0.2 -0.2295
C -4.51708 2.94223 -6.10234 -0.8 0.5 -0.7 -0.1105
O -2.64239 -0.02111 -4.64514 1.0 1.4 -0.5 -0.2261
C -3.82455 -0.75638 -4.41243 -0.8 -0.4 0.1 -0.1121
H -1.48472 2.98241 -7.32162 0.1 0.0 0.1 0.0935
H -1.48717 3.90762 -5.79033 0.0 0.0 -0.1 0.0893
H 0.02226 3.20119 -6.40435 -0.2 -0.2 0.1 0.0949
H -4.98931 2.30929 -6.85852 0.1 0.1 0.0 0.0927
H -3.86131 3.67004 -6.58482 -0.1 0.0 -0.1 0.0819
H -5.30006 3.47910 -5.56061 0.2 -0.1 0.1 0.0940
H -4.21235 -1.16967 -5.34711 0.0 0.0 0.1 0.0955
H -4.57794 -0.11316 -3.94948 0.0 -0.1 -0.1 0.0877
H -3.59796 -1.57772 -3.72793 0.1 0.2 -0.1 0.0839
```
Positions in Å, forces in eV/Å.

Output
M ... 696.6 g/mol
Net charge ... +1
E_LUMO ... -5.092 eV
Energy relative to the best compared isomer or geometry (same formula, charge and spin) ... 333.7 kcal/mol
HOMO-LUMO gap ... 6.280 eV

# 3
C24H49N10O15 | ωB97M-V/def2-TZVPD

```
98
Properties=species:S:1:pos:R:3:forces:R:3:lowdin_charge:R:1
C 2.08930 -1.30124 1.36378 -6.6 -1.3 -0.3 0.0068
C 1.75950 0.15415 1.50453 3.2 2.8 4.3 -0.4510
C 2.87954 1.01645 0.83323 -1.0 2.5 -3.7 -0.0629
C 2.65026 1.10207 -0.78687 -1.2 -2.3 0.9 -0.1338
C 1.16460 1.65798 -0.97470 3.8 -2.6 -3.2 -0.1305
C 0.12532 0.91230 -0.23020 -3.4 1.5 -2.1 -0.4123
N 0.43403 0.47939 1.10882 -4.5 -3.9 0.3 0.0432
O -0.54534 -0.05135 1.69891 3.7 2.3 -0.9 0.1718
C -0.26046 -0.38466 -1.11235 1.1 0.1 -0.3 0.0348
C -1.17839 1.81315 -0.26070 -1.0 -3.6 3.2 0.0346
C 1.89590 0.51658 3.07862 -4.4 -0.5 0.7 0.0120
H 1.17996 -1.95904 1.85204 2.4 1.6 -0.7 0.1403
H 2.98527 -1.51238 1.79438 2.6 -0.7 0.7 0.0750
H 1.88868 -1.45410 0.32842 1.1 -1.1 -0.9 0.0481
H 3.81983 0.44565 0.81485 -0.1 0.8 1.2 0.1251
H 2.82327 2.20657 1.08888 0.6 -3.2 0.3 0.1647
H 2.85204 0.08468 -1.24223 -0.7 0.7 0.6 0.0969
H 3.38312 1.66718 -1.35983 -0.1 0.7 0.7 0.0852
H 0.99428 1.58583 -2.12605 -0.3 0.4 2.1 0.1548
H 1.40971 2.62537 -0.71821 -0.9 2.6 0.8 0.0734
H -0.74562 -0.10724 -2.10495 1.2 0.1 1.3 0.1147
H -0.87057 -1.19604 -0.73481 -0.4 0.5 0.9 0.0578
H 0.74832 -0.80889 -1.15280 -0.3 -0.4 -1.3 0.0675
H -1.32688 2.12190 -1.24253 -0.8 -0.3 -1.9 0.0626
H -1.04706 2.71458 0.22435 0.7 1.9 1.5 0.0425
H -2.02499 1.22420 0.36029 1.6 1.5 -2.2 0.1213
H 1.53752 -0.32572 3.79666 -0.2 1.3 -1.6 0.1124
H 1.42148 1.52115 3.37542 0.5 -1.7 -0.7 0.0911
H 2.85724 0.58557 3.37711 3.6 0.4 0.1 0.0365
N -3.55794 -2.75297 -5.85477 -3.0 1.6 -5.0 -0.1230
C -3.79102 -1.39755 -5.50000 3.7 -2.2 3.3 -0.1028
C -2.92180 -1.18865 -4.21491 -2.0 -2.6 -2.2 -0.0978
C -2.38944 -2.56917 -3.96472 1.5 -1.7 -0.7 -0.1331
C -2.75558 -3.52498 -5.10646 0.5 4.3 3.2 -0.1477
H -4.04103 -3.02028 -6.90928 2.1 0.5 4.3 0.2421
H -4.28404 -0.81446 -6.27637 0.1 0.2 0.8 0.0797
H -2.90945 -0.24770 -3.51892 0.0 -2.2 -1.6 0.0939
H -1.55862 -3.03378 -3.11083 -2.8 2.0 -2.5 0.1294
H -2.41783 -4.49466 -5.45323 -0.2 0.2 0.5 0.0936
N -4.61010 3.52494 4.21771 -2.0 2.3 3.7 -0.0765
C -3.25682 4.00567 4.32847 -0.7 -3.4 -1.5 -0.1228
C -2.52484 3.01860 3.50583 -0.1 0.5 1.3 -0.1223
C -3.44302 1.95003 2.94153 -3.1 4.1 3.5 -0.0438
C -4.77822 2.35494 3.52067 11.6 3.5 0.5 -0.1041
H -5.45965 3.98790 4.96092 3.4 -2.0 -3.3 0.2561
H -2.94007 4.85023 5.07861 -0.8 -2.0 -1.9 0.1315
H -1.37407 3.07281 3.58805 -2.1 -0.5 -0.8 0.0711
H -3.53784 1.17027 2.18692 1.2 0.2 0.2 0.0545
H -5.60746 2.01030 3.26831 -7.4 -2.9 -1.8 0.0156
C -0.42829 1.94381 -6.20862 7.7 -4.7 0.5 0.0585
N -0.07762 2.51644 -4.96686 4.1 3.5 3.8 -0.3979
O -0.95209 2.81643 -4.17873 -0.6 -0.8 -0.7 0.0720
O 1.12191 2.85034 -4.68302 -2.3 -1.5 -1.5 0.0145
H -0.93745 1.13291 -5.93874 -2.7 -3.3 0.4 0.0599
H 0.48310 1.58873 -6.87933 -1.5 0.9 2.0 0.1756
H -0.85585 2.60208 -6.70509 -4.6 5.8 -4.5 0.0264
C 0.01117 -5.68215 0.23476 2.8 -3.0 0.4 0.0360
N 0.81897 -4.40950 0.08153 -3.9 -1.0 -3.0 -0.4681
O 1.94713 -4.60684 -0.13722 4.4 -0.6 0.4 0.0851
O 0.28148 -3.36088 -0.12580 -1.4 1.6 0.8 0.0492
H 0.38025 -6.50451 -0.52378 -0.6 2.3 0.8 0.1379
H -1.07821 -5.77477 0.27274 0.4 1.1 0.5 0.0945
H 0.66536 -6.01542 1.08133 -1.8 -0.5 0.2 0.0979
C -0.98827 -4.40132 5.31306 11.6 3.9 2.5 0.0969
N -0.46416 -3.66962 4.10170 -0.3 -1.7 0.0 -0.4265
O -0.43342 -2.46951 4.13619 0.1 0.5 -0.4 0.0703
O -0.08715 -4.39101 3.18486 -0.1 0.8 0.0 0.0391
H -0.12558 -5.16099 5.51603 -2.0 1.1 -0.3 0.1548
H -1.82312 -4.75085 5.17100 -8.7 -3.8 -1.7 -0.0069
H -0.92958 -3.60672 6.08044 -0.5 -0.8 -0.2 0.1165
C 5.02827 -4.23432 -1.35969 -3.5 -2.3 -2.4 0.0134
N 4.94324 -2.84307 -0.98162 1.5 -1.5 1.0 -0.4633
O 4.14868 -2.21053 -1.58591 -1.5 2.3 -0.6 0.0827
O 5.69187 -2.48697 -0.07735 -0.7 0.4 -0.5 0.0680
H 4.69401 -4.48253 -2.46884 0.3 1.2 2.4 0.1536
H 4.43140 -4.88118 -0.67761 0.3 0.8 -0.4 0.1030
H 5.97865 -4.54687 -1.31807 3.6 -0.9 0.5 0.0435
C -0.15032 5.54490 3.07421 1.6 1.6 -1.6 0.0501
N 0.52706 4.61244 2.06248 1.7 1.6 1.1 -0.4169
O 0.92141 5.10552 1.02107 -0.9 -0.8 0.2 0.0652
O 0.91554 3.55148 2.52790 -0.6 -0.5 -0.8 0.0058
H 0.61025 6.50424 3.09151 -2.5 -2.4 0.1 0.1733
H -0.20234 4.97146 3.95689 0.4 -0.3 1.2 0.0504
H -1.18608 5.67064 2.76510 0.2 0.7 -0.4 0.0828
C -3.19463 -2.43500 1.88172 3.3 -1.2 4.1 -0.0069
N -3.96523 -1.85075 0.83687 -3.4 0.8 0.0 -0.4366
O -3.37464 -1.13149 0.10016 1.7 1.1 -1.6 0.0638
O -5.20881 -1.94759 0.78311 2.0 -0.8 0.8 0.0702
H -3.74292 -2.94434 2.63875 -1.4 -0.5 -0.1 0.0779
H -2.60568 -1.72988 2.61580 -1.2 -0.3 -2.2 0.1287
H -2.38685 -3.18379 1.64424 -0.9 1.0 -1.0 0.1066
C 3.45529 4.53473 -2.71132 -3.1 2.0 -1.0 0.0004
N 4.32502 4.75434 -1.55130 1.5 -1.9 -0.8 -0.4243
O 4.01086 4.01309 -0.61912 0.8 1.4 0.4 0.0232
O 5.39661 5.34491 -1.73690 -1.9 -0.5 1.1 0.0742
H 3.76842 5.23783 -3.53475 -0.7 -0.5 1.1 0.1102
H 2.28302 4.64347 -2.35333 3.2 -0.2 -1.1 0.1614
H 3.61826 3.53703 -3.09203 0.1 -0.3 0.3 0.0778
```
Positions in Å, forces in eV/Å.

Output
M ... 717.7 g/mol
Net charge ... +1
E_LUMO ... -5.278 eV
Energy relative to the best compared isomer or geometry (same formula, charge and spin) ... 33.4 kcal/mol
HOMO-LUMO gap ... 4.489 eV